1.
Molecular formula: C6H9N
Method: DFT, ωB97M-V with the def2-TZVPD basis set

Bonds (Å) are listed after each position.
Geometry (Å):
1 C -2.36 -0.32 0.93  C2 1.454, H8 1.088, H9 1.088, H10 1.095
2 C -1.51 0.34 -0.04  C1 1.454, C3 1.209
3 C -0.75 0.98 -0.73  C2 1.209, C4 1.467
4 C 0.64 1.39 -0.97  C3 1.467, N5 1.487, H11 1.096, H12 1.096
5 N 1.56 0.54 -0.16  C4 1.487, C6 1.451, C7 1.446
6 C 1.87 -0.81 -0.59  N5 1.451, C7 1.475, H13 1.085, H14 1.092
7 C 1.02 -0.57 0.59  N5 1.446, C6 1.475, H15 1.087, H16 1.087
8 H -3.06 -1.01 0.45  C1 1.088
9 H -2.90 0.43 1.50  C1 1.088
10 H -1.77 -0.90 1.64  C1 1.095
11 H 0.94 1.37 -2.02  C4 1.096
12 H 0.76 2.42 -0.62  C4 1.096
13 H 2.90 -1.14 -0.51  C6 1.085
14 H 1.33 -1.20 -1.45  C6 1.092
15 H 0.00 -0.86 0.35  C7 1.087
16 H 1.32 -0.65 1.64  C7 1.087

Charge: 0
E_HOMO: -8.9752 eV
Kohn-Sham gap: 10.010 eV
Relative energy (zero: lowest compared OMol25 entry of this formula, charge and spin): 378.2 kJ/mol
SMILES: CC#CCN1CC1

2.
Molecular formula: C20H47N12O20
Method: DFT, ωB97M-V with the def2-TZVPD basis set

Bonds (Å) are listed after each position.
Geometry (Å):
1 C -1.44 3.22 -2.84  C2 1.670, H17 1.191, H18 1.193, H19 1.173
2 C -2.11 1.72 -3.10  C1 1.670, O3 1.496, H20 1.171, H21 1.182
3 O -3.47 1.72 -2.46  C2 1.496, C4 1.471
4 C -4.34 0.71 -3.09  O3 1.471, C5 1.671, H22 1.192, H23 1.172
5 C -4.70 -0.57 -2.08  C4 1.671, O6 1.471, H24 1.193, H25 1.170
6 O -3.60 -1.55 -1.97  C5 1.471, C7 1.484
7 C -3.59 -2.21 -0.64  O6 1.484, N8 1.513, H26 1.174, H27 1.192
8 N -2.30 -1.81 0.03  C7 1.513, C9 1.513, C16 1.512
9 C -2.06 -0.31 0.11  N8 1.513, C10 1.639, H28 1.170
10 C -0.60 -0.11 0.82  C9 1.639, N11 1.531, H29 1.171
11 N -0.16 -1.54 1.14  C10 1.531, N12 1.386, C16 1.543
12 N 1.01 -1.93 1.78  N11 1.386, C13 1.379
13 C 1.90 -0.89 1.92  N12 1.379, C14 1.672, C15 1.672
14 C 3.11 -0.82 0.77  C13 1.672, H30 1.187, H31 1.192, H32 1.170
15 C 1.83 0.21 3.18  C13 1.672, H33 1.193, H34 1.171, H35 1.171
16 C -1.17 -2.60 0.66  N8 1.512, N11 1.543, H36 1.171
17 H -2.16 4.08 -3.27  C1 1.191
18 H -1.23 3.38 -1.67  C1 1.193
19 H -0.41 3.35 -3.38  C1 1.173
20 H -1.41 0.92 -2.59  C2 1.171
21 H -2.16 1.57 -4.27  C2 1.182
22 H -5.38 1.25 -3.27  C4 1.192
23 H -3.93 0.30 -4.11  C4 1.172
24 H -5.60 -1.14 -2.62  C5 1.193
25 H -5.12 -0.18 -1.07  C5 1.170
26 H -4.53 -1.98 0.02  C7 1.174
27 H -3.54 -3.39 -0.79  C7 1.192
28 H -2.69 0.61 -0.23  C9 1.170
29 H -0.07 0.91 1.03  C10 1.171
30 H 4.19 -0.82 1.26  C14 1.187
31 H 3.07 -1.79 0.07  C14 1.192
32 H 2.90 0.12 0.10  C14 1.170
33 H 0.74 0.70 3.16  C15 1.193
34 H 2.59 1.08 2.95  C15 1.171
35 H 1.97 -0.31 4.22  C15 1.171
36 H -1.13 -3.76 0.75  C16 1.171
37 C 0.00 3.54 6.03  N38 1.488, H41 1.092, H42 1.092, H43 1.092
38 N 0.49 2.50 5.09  C37 1.488, O39 1.236, O40 1.237
39 O 1.19 2.87 4.14  N38 1.236
40 O 0.18 1.33 5.34  N38 1.237
41 H 0.35 4.51 5.70  C37 1.092
42 H -1.09 3.50 6.02  C37 1.092
43 H 0.39 3.30 7.02  C37 1.092
44 C 4.31 -4.58 1.54  N45 1.488, H48 1.092, H49 1.092, H50 1.092
45 N 5.75 -4.74 1.23  C44 1.488, O46 1.236, O47 1.237
46 O 6.04 -5.23 0.13  N45 1.236
47 O 6.55 -4.38 2.09  N45 1.237
48 H 3.72 -4.94 0.69  C44 1.092
49 H 4.09 -5.17 2.43  C44 1.092
50 H 4.12 -3.52 1.70  C44 1.092
51 C 0.63 -3.93 -2.91  N52 1.488, H55 1.092, H56 1.092, H57 1.092
52 N 1.65 -4.63 -2.09  C51 1.488, O53 1.236, O54 1.237
53 O 1.70 -4.34 -0.89  N52 1.236
54 O 2.37 -5.45 -2.67  N52 1.237
55 H 0.07 -3.24 -2.27  C51 1.092
56 H 1.15 -3.39 -3.70  C51 1.092
57 H -0.04 -4.69 -3.33  C51 1.092
58 C -1.08 6.86 -5.39  N59 1.488, H62 1.092, H63 1.092, H64 1.092
59 N -0.06 6.16 -4.57  C58 1.488, O60 1.236, O61 1.237
60 O -0.01 6.45 -3.37  N59 1.236
61 O 0.66 5.34 -5.15  N59 1.237
62 H -1.64 7.55 -4.75  C58 1.092
63 H -0.56 7.40 -6.18  C58 1.092
64 H -1.75 6.10 -5.81  C58 1.092
65 C 1.89 3.55 -1.04  N66 1.488, H69 1.092, H70 1.092, H71 1.092
66 N 1.26 2.73 0.02  C65 1.488, O67 1.236, O68 1.237
67 O 0.03 2.78 0.11  N66 1.236
68 O 2.01 2.07 0.74  N66 1.237
69 H 1.11 4.08 -1.60  C65 1.092
70 H 2.57 4.26 -0.56  C65 1.092
71 H 2.43 2.87 -1.70  C65 1.092
72 C -2.94 3.69 1.17  N73 1.488, H76 1.092, H77 1.092, H78 1.092
73 N -3.77 4.38 2.19  C72 1.488, O74 1.236, O75 1.237
74 O -4.95 4.62 1.90  N73 1.236
75 O -3.22 4.65 3.26  N73 1.237
76 H -3.55 3.51 0.28  C72 1.092
77 H -2.10 4.35 0.93  C72 1.092
78 H -2.60 2.75 1.60  C72 1.092
79 C 0.45 -7.92 -0.17  N80 1.488, H83 1.092, H84 1.092, H85 1.092
80 N -0.74 -7.03 -0.21  C79 1.488, O81 1.236, O82 1.237
81 O -0.89 -6.32 -1.21  N80 1.236
82 O -1.50 -7.06 0.77  N80 1.237
83 H 1.02 -7.79 -1.09  C79 1.092
84 H 1.04 -7.64 0.70  C79 1.092
85 H 0.08 -8.95 -0.08  C79 1.092
86 C -6.94 1.79 1.37  N87 1.488, H90 1.092, H91 1.092, H92 1.092
87 N -5.76 0.88 1.34  C86 1.488, O88 1.236, O89 1.237
88 O -5.94 -0.28 1.73  N87 1.236
89 O -4.70 1.35 0.92  N87 1.237
90 H -7.80 1.24 1.75  C86 1.092
91 H -6.69 2.63 2.02  C86 1.092
92 H -7.12 2.12 0.34  C86 1.092
93 C 8.55 -1.73 1.41  N94 1.488, H97 1.092, H98 1.092, H99 1.092
94 N 9.81 -1.25 0.77  C93 1.488, O95 1.236, O96 1.237
95 O 9.93 -1.41 -0.45  N94 1.236
96 O 10.63 -0.71 1.52  N94 1.237
97 H 7.92 -2.18 0.64  C93 1.092
98 H 8.83 -2.47 2.16  C93 1.092
99 H 8.06 -0.87 1.86  C93 1.092

Charge: +1
E_HOMO: -10.7118 eV
Kohn-Sham gap: 6.591 eV

Computed DFT total energy, in the same sequence as the records: -7854.2400, -80290.1351 eV.